Computed, not measured: a cluster of 2 separate species, CH6O in total in a non-equilibrium geometry, with wB97M-V/def2-TZVPD.

Each line ends with the natural charge from an NBO analysis.
Cartesian coordinates (Å):
O1 -1.15 2.06 0.55  -0.940
H1 -0.73 2.95 0.58  0.470
H2 1.79 -1.49 -0.01  0.210
C1 0.70 -1.41 -0.16  -0.851
H3 0.49 -0.53 -0.78  0.214
H4 -1.64 2.05 -0.31  0.470
H5 0.34 -2.32 -0.67  0.209
H6 0.21 -1.31 0.81  0.218

Computed properties:
calculated total energy	-3181.659	eV
energy relative to the best compared isomer or geometry (same formula, charge and spin)	0.37	kcal/mol
structure (SMILES)	C.O
LUMO	0.90	eV
molar mass	34.06	g/mol
gap between HOMO and LUMO	12.5	eV
multiplicity	1
largest force on an atom	1.23	eV/A
HOMO level	-11.595	eV